Entry 1:
37
Properties=species:S:1:pos:R:3:forces:R:3 method="wB97M-V/def2-TZVPD" smiles="C=C[C@](N)(F)C(C)(C)[C@@H]1C[C@H]2CC[C@@H]1C2" gap_ev=10.89 e_above_lowest_kcal_mol=0.0
C 0.06852 -0.20814 -0.28172 0.014 0.116 0.209
H -2.23087 1.29335 -2.29628 -0.117 0.050 -0.052
H -2.35094 -0.49785 2.60186 -0.107 0.230 -0.024
H -3.21424 -0.74244 -1.12821 -0.026 0.003 0.008
C -1.37478 0.26587 -0.56537 -0.222 0.030 0.312
H -0.66106 1.95353 -1.80284 0.065 0.108 0.003
H 2.91594 0.57666 1.51843 0.076 -0.071 -0.027
F -0.86983 1.35923 2.20524 -0.099 0.081 -0.092
H 1.49651 2.20693 -0.60489 0.076 0.042 -0.101
C -0.54782 -0.08193 -2.61195 0.119 -0.017 -0.280
C 2.30521 0.01366 0.81661 -0.141 0.138 -0.044
H 0.70497 0.68508 4.09444 -0.007 0.016 -0.086
H 1.40240 0.47320 -1.88768 0.113 0.053 -0.008
H 0.02915 2.56245 0.31857 -0.036 0.099 -0.028
H 1.46523 1.77674 3.12601 0.048 -0.024 0.006
C -1.25849 1.04919 -1.87335 0.070 -0.005 -0.023
H 0.46119 -1.73953 2.52727 0.065 -0.342 -0.006
C 0.66409 -0.30622 -1.70437 -0.006 -0.046 -0.106
C -2.15010 -0.96699 -1.04271 -0.128 -0.056 0.134
C 0.24914 0.50379 2.14060 -1.027 -2.672 0.500
H -2.04110 -1.80750 -0.35722 -0.035 0.001 0.047
H 0.01605 -1.21328 0.14418 0.008 0.015 -0.082
H -1.94084 -2.25799 2.92209 0.001 -0.163 0.027
C 1.00861 2.09547 0.35925 -0.148 -0.211 0.102
N 1.14780 0.81629 3.19218 -0.047 0.104 0.155
H 1.61036 2.62621 1.09482 0.083 0.116 0.040
C -0.33101 -1.01667 2.44524 1.286 2.895 -0.296
H 2.26485 -1.01977 1.15182 0.072 -0.142 0.039
H -1.85261 0.78328 0.25989 0.015 0.018 0.036
C 0.89563 0.61423 0.73426 0.047 0.032 0.050
H -0.28139 0.10794 -3.65073 0.004 0.015 -0.033
H -2.28685 -1.24047 -3.21072 -0.002 -0.046 -0.026
H 2.78320 0.04153 -0.15991 0.024 -0.023 -0.097
C -1.52840 -1.24677 -2.42739 0.020 -0.082 -0.185
H -1.01798 -2.20901 -2.46423 0.013 -0.060 -0.060
C -1.60062 -1.26571 2.66978 -0.169 -0.180 0.032
H 1.13867 -1.27048 -1.88156 0.100 -0.023 -0.042

Entry 2:
40
Properties=species:S:1:pos:R:3:forces:R:3 method="wB97M-V/def2-TZVPD" gap_ev=8.69 e_above_lowest_kcal_mol=381.4
N 0.55827 1.28416 -0.87618 -3.682 10.489 0.139
O -5.46781 -0.25637 1.19826 -1.468 -2.295 -3.303
O -1.49461 2.40430 0.95922 -0.184 -5.866 -4.768
C 2.10415 -1.77284 0.34891 -0.056 -3.954 -2.881
H 3.33782 -0.71612 -1.92425 1.386 2.079 2.363
H -5.82510 -1.86987 -1.25745 -2.639 -1.875 -0.746
C 3.43745 -1.21900 0.83606 0.733 0.708 -5.133
H 4.22203 -1.94927 0.53666 -0.514 0.348 1.125
C 3.99488 0.24242 -0.00013 -5.675 0.635 11.136
C -1.69510 1.43751 0.00654 -3.449 6.097 4.302
H 5.09254 -0.82401 -1.51320 -2.039 1.946 1.138
H 2.55204 1.40048 1.35204 1.018 0.601 -2.706
H -5.14066 -0.37905 -1.73276 0.066 -0.105 1.047
H -3.28088 0.91595 -1.49183 -0.120 0.067 2.042
C 1.45094 0.63982 -0.21550 1.165 -8.603 -0.764
H 0.59991 2.28466 -0.42665 0.012 -1.534 -1.835
C -3.23472 -0.59354 0.37622 0.973 1.199 -1.431
C 1.18599 -0.79208 -0.35868 6.621 2.033 4.845
O 2.00029 -3.10197 0.26667 -0.114 6.228 0.693
H -3.00194 -0.59004 1.54814 -0.317 0.126 -2.971
H -3.80746 1.73000 0.29855 1.055 -2.107 -2.073
H 2.98456 1.99742 -0.31806 2.917 11.778 -7.183
H 5.42584 1.75766 0.32855 -0.142 -1.704 1.269
H 4.49532 0.96180 -2.15162 -1.151 -2.701 2.866
C 5.10613 0.75545 0.86099 1.075 2.515 -13.904
H -4.66096 -1.97945 0.80236 -0.344 -3.438 1.101
C -3.16030 0.93891 -0.34365 0.395 0.159 3.304
C 4.13480 -0.07831 -1.23770 4.407 -3.500 -15.969
H -1.04722 0.41818 -1.66823 -0.696 0.825 0.813
N -0.91161 1.21344 -1.01691 4.919 -3.797 -1.689
C -4.98885 -1.30968 -1.14240 0.058 0.333 -10.808
C 2.77105 1.29878 0.16014 -4.192 -13.619 10.374
H -4.13851 -1.78243 -1.81304 -1.523 0.344 1.114
H -2.49408 -1.14531 -0.30380 -0.292 0.331 1.570
C -4.55684 -1.29496 0.06766 3.698 6.427 11.366
H -6.37690 -0.58586 0.87825 1.678 1.077 1.146
H 5.84641 0.10456 0.82048 3.844 -2.846 -0.384
H 3.33226 -0.86823 1.77237 0.224 0.578 3.649
H 0.28048 -1.14529 -0.53026 -4.116 -1.281 -1.217
H 4.90296 0.89470 1.70750 -3.528 2.303 12.364

Entry 3:
44
Properties=species:S:1:pos:R:3:forces:R:3 method="wB97M-V/def2-TZVPD" smiles="CCCn1nnnc1SCC(=O)NNC(=O)C1CCCCC1" gap_ev=9.58 e_above_lowest_kcal_mol=3.2
S -3.08518 1.87078 -0.09108 -0.273 0.223 0.241
C 1.02180 0.28211 1.14727 0.115 0.255 0.188
H 2.46432 1.26395 -1.10452 -0.047 0.103 -0.045
H -3.38792 -0.60384 1.35500 0.118 0.002 0.030
H 3.38196 -2.16594 0.74605 0.034 -0.002 0.067
H -2.48113 4.06552 0.53385 0.008 -0.037 -0.029
H 2.44351 -2.44855 -1.51166 -0.076 -0.025 -0.036
O 0.00841 -0.39263 1.20708 -0.218 -0.244 -0.031
H 4.46523 -1.02291 -1.32777 0.090 -0.013 -0.039
C 3.53264 0.60864 0.66777 -0.210 0.141 -0.068
C -2.05548 3.36762 -0.18847 -0.075 -0.240 -0.309
H -3.23860 -2.31920 -1.17488 -0.080 0.123 -0.012
H 4.48802 0.12259 0.88345 0.007 0.056 0.071
N -2.29585 -0.52144 -1.17859 0.431 1.628 -0.091
H -2.14855 -1.82862 1.07097 0.001 0.109 -0.028
H 1.61652 -2.25694 0.82738 0.086 -0.030 0.049
H -4.02785 -2.73452 2.43836 -0.055 -0.063 0.091
H -3.92633 -3.57762 0.89318 -0.019 -0.137 -0.026
H -4.30462 -0.91346 -0.89404 0.063 -0.106 -0.080
C -4.13581 -2.61986 1.36347 0.104 0.204 -0.044
C -3.18119 -1.55085 0.85240 -0.089 -0.183 -0.116
N -0.92906 1.11086 -1.58285 -0.717 0.733 0.373
N 0.93255 1.64274 1.19342 -0.135 0.673 -0.300
H 1.64238 2.25357 0.80996 -0.048 -0.127 0.084
O 0.29384 3.78563 -0.38364 0.156 0.109 -0.143
H 3.40249 -0.43727 -2.61352 0.081 -0.019 -0.047
H -1.05114 1.50450 1.33475 0.175 0.230 -0.163
N -1.27096 -0.98117 -1.89683 -0.189 -1.236 -0.144
H 4.21752 1.44350 -1.19718 -0.063 0.072 -0.013
N -0.48745 -0.01345 -2.12354 0.712 -0.265 -0.618
H 1.41648 -1.03417 -1.30260 0.037 -0.081 -0.011
C -3.33411 -1.36161 -0.65869 -0.237 -0.416 0.500
C 2.37759 -1.47160 -1.02969 0.213 -0.098 0.071
C 2.42292 -0.29683 1.20660 0.193 -0.333 0.068
H -2.13145 3.78982 -1.19045 0.139 0.012 0.139
C -2.06349 0.79911 -0.98849 0.064 -0.556 -0.312
C 2.45544 -1.64989 0.48410 -0.272 0.038 -0.046
H 2.59912 -0.47375 2.27711 -0.067 0.047 -0.086
C 3.41449 0.79333 -0.84385 0.325 -0.143 0.002
C -0.58448 3.12094 0.11423 0.069 0.132 0.316
H -5.16680 -2.34749 1.14811 -0.163 -0.050 0.019
C 3.49429 -0.56447 -1.53425 -0.276 0.084 -0.078
N -0.34769 2.19293 1.07573 0.009 -0.583 0.548
H 3.54366 1.56993 1.18635 0.082 0.012 0.056

Entry 4:
41
Properties=species:S:1:pos:R:3:forces:R:3 method="wB97M-V/def2-TZVPD" total_charge=+3 gap_ev="9.21 / 6.09" spin_multiplicity=5 e_above_lowest_kcal_mol=17.0
H 4.97103 -1.09327 -0.38004 -0.001 0.004 -0.002
C 4.13659 -0.20949 1.40679 -0.019 0.019 0.002
H -1.09927 4.11639 -3.47131 -0.005 0.007 0.004
C -3.43412 1.95895 -0.56176 -0.014 -0.053 0.038
C -2.16494 0.39195 -2.06910 0.074 0.059 0.079
P 1.59815 -1.33318 1.18126 -0.290 0.539 -0.014
C -1.32182 1.46619 -2.42243 0.163 0.032 -0.195
H -2.79566 4.00135 -0.61432 -0.005 0.000 0.003
H 5.66078 -1.70124 1.14877 0.002 0.002 -0.001
H -0.95554 4.85298 -1.86740 0.005 -0.006 0.003
H -3.06002 -0.76997 -3.60243 0.000 0.014 0.002
C -4.54544 2.16661 0.40814 0.001 0.029 -0.015
C -2.23922 -0.86418 -2.88472 0.011 -0.085 0.006
O 0.94529 -0.03616 0.73739 0.238 -0.506 -0.167
H -5.46106 1.68937 0.05390 0.002 -0.004 -0.001
Te 1.38957 -2.71341 -0.96411 0.224 -0.265 0.076
H 0.27343 3.70430 -2.47782 0.004 -0.020 -0.017
C 1.72499 -4.26164 3.03797 0.002 -0.008 0.002
H -4.73705 3.22307 0.57787 -0.005 -0.005 0.005
H 3.65807 0.63189 0.91148 0.001 0.001 0.001
H 1.97700 -4.78709 3.96121 0.006 0.000 -0.002
H 2.63848 -4.20405 2.44309 0.002 0.002 0.006
C -1.58155 2.80302 -1.91533 -0.001 0.101 0.087
Pt -0.28687 0.41917 -0.85634 -0.451 0.312 0.200
C -3.19546 0.66768 -1.09337 -0.036 -0.075 0.020
H -4.29695 1.70503 1.36843 0.003 -0.015 0.000
C 5.26147 -0.82739 0.63726 0.000 -0.018 0.001
H 6.06228 -0.08895 0.56760 0.000 0.002 0.000
H -1.32955 -1.02764 -3.46370 -0.012 0.004 0.001
H -0.70130 1.38194 -3.31232 -0.021 0.013 -0.014
C 1.20943 -2.90605 3.40973 -0.010 -0.006 -0.019
H -3.84445 -0.14975 -0.79441 -0.005 0.008 0.008
C -2.62017 2.99883 -0.98602 0.065 0.010 -0.047
H 4.40064 0.05440 2.42612 0.001 -0.001 0.000
C -0.79308 3.93715 -2.42915 -0.008 0.007 -0.007
H -2.45776 -1.73783 -2.26958 0.006 0.010 0.008
H 0.96909 -4.85510 2.52451 -0.006 0.007 0.002
O 3.04704 -1.25848 1.61364 0.051 -0.065 -0.018
H 0.29033 -2.92566 3.98524 0.002 -0.004 0.001
H 1.94487 -2.26449 3.88623 0.003 -0.007 0.006
O 0.76272 -2.15527 2.14903 0.021 -0.039 -0.040